Record 1
71
Properties=species:S:1:pos:R:3:forces:R:3:lowdin_charge:R:1 method="wB97M-V/def2-TZVPD" total_charge=-1 homo_lumo_gap_ev="2.21 / 8.36" largest_force_ev_per_a=8.94 spin_multiplicity=2 total_energy_ha=-1492.943537
C 0.786 2.570 2.289 3.485 -0.012 1.016 -0.882
O 1.108 1.506 2.755 1.557 -2.088 1.148 0.035
N 1.544 3.660 2.168 2.823 1.110 1.021 0.139
N -0.317 2.778 1.775 -8.438 -0.028 -2.956 0.170
H 1.163 4.412 1.612 0.842 -0.067 -0.041 0.066
H 2.518 3.401 2.227 0.108 0.960 -0.196 0.099
H -0.675 3.662 1.443 0.047 -0.131 -0.012 0.039
H -0.952 1.992 1.762 -0.424 0.075 -0.081 0.072
C 3.755 1.966 -3.123 -0.643 0.382 -1.119 -0.145
O 3.984 1.727 -1.793 1.046 -0.281 1.749 -0.172
C 4.062 0.362 -1.429 -3.313 -0.164 -1.963 -0.244
C 4.001 0.184 0.046 2.905 -1.160 -0.459 -0.195
N 3.297 -0.990 0.620 -0.538 1.723 0.803 -0.044
C 3.475 -0.832 2.094 -1.442 -0.673 -0.757 -0.190
C 2.562 -1.718 2.919 -0.991 -0.258 0.884 -0.230
O 2.800 -1.257 4.242 1.037 -1.385 2.367 -0.183
C 2.737 -2.186 5.367 -0.973 0.485 0.253 -0.099
H 3.590 3.037 -3.237 -0.066 0.028 0.031 0.090
H 2.857 1.441 -3.448 -0.174 -0.066 -0.202 0.079
H 4.577 1.709 -3.792 0.379 -0.288 0.033 0.082
H 4.847 -0.193 -1.943 0.596 0.312 0.091 0.123
H 3.147 -0.113 -1.785 -0.471 -0.173 -0.620 0.107
H 3.839 1.154 0.516 -0.492 -0.474 0.245 0.131
H 5.065 -0.054 0.048 0.703 0.350 2.045 0.108
H 3.644 -1.887 0.312 0.453 0.169 -0.257 0.112
H 3.142 0.189 2.281 0.318 -0.055 0.424 0.094
H 4.479 -1.036 2.468 0.330 0.319 -0.248 0.122
H 2.670 -2.795 2.793 0.872 -0.262 0.055 0.117
H 1.484 -1.629 2.784 -0.079 0.667 -0.691 0.108
H 3.498 -2.921 5.632 0.834 -0.261 -1.572 0.068
H 1.792 -2.723 5.440 -0.260 -0.018 -0.584 0.079
H 2.774 -1.683 6.333 -0.236 1.199 -0.395 0.072
C -0.151 2.144 -2.192 0.675 0.060 1.414 -0.137
O 0.475 0.950 -2.659 -0.643 0.412 -1.397 -0.206
C 0.083 -0.185 -1.932 -0.408 -1.599 -0.295 -0.237
C -1.369 -0.750 -2.125 0.004 1.750 -0.989 -0.206
N -1.725 -0.786 -3.551 0.912 -0.671 -0.876 -0.061
C -2.848 -1.617 -3.992 -0.800 1.065 1.214 -0.180
C -4.124 -1.220 -3.248 -0.407 -0.419 1.457 -0.250
O -4.967 -0.246 -3.811 1.076 0.769 -1.163 -0.184
C -6.186 -0.104 -3.174 -1.155 -0.861 -0.141 -0.160
H 0.042 3.086 -2.704 0.149 -0.605 -1.243 0.068
H 0.369 2.378 -1.263 -0.538 -0.092 0.753 0.065
H -1.225 2.046 -2.036 -0.022 -0.078 0.045 0.055
H 0.354 -0.027 -0.888 -0.377 -0.043 0.208 0.088
H 0.620 -1.066 -2.283 0.953 0.485 -0.212 0.109
H -2.022 -0.056 -1.597 -0.569 -0.241 0.422 0.068
H -1.460 -1.768 -1.744 0.172 0.218 0.379 0.120
H -1.633 0.095 -4.035 -0.127 -0.057 0.223 0.108
H -2.695 -2.654 -3.694 0.393 -0.097 0.003 0.106
H -3.056 -1.626 -5.062 0.547 0.339 -0.135 0.115
H -3.817 -0.867 -2.264 0.087 0.103 0.156 0.083
H -4.692 -2.110 -2.975 -0.462 -0.387 -0.417 0.113
H -6.173 -0.017 -2.087 0.439 0.220 0.140 0.082
H -6.769 -0.996 -3.406 -0.340 -0.448 0.258 0.077
H -6.792 0.693 -3.604 0.546 0.394 -0.038 0.083
O -3.787 1.604 3.608 -0.356 -0.018 0.532 -0.134
H -3.390 0.978 3.003 0.262 -0.290 -0.303 -0.025
H -3.574 2.462 3.241 0.109 0.351 -0.264 -0.012
O -3.948 -1.645 0.189 -0.140 -0.349 -0.546 -0.081
H -3.648 -2.206 0.904 0.202 -0.137 0.282 0.024
H -4.077 -0.787 0.595 -0.097 0.522 0.240 -0.001
O 0.649 -2.271 0.210 -0.780 -0.520 0.126 -0.067
H 1.282 -1.562 0.324 0.848 0.415 0.078 -0.021
H 1.113 -2.926 -0.309 0.091 -0.137 -0.136 0.038
O -1.430 -0.182 1.327 -0.240 0.209 0.684 -0.085
H -1.803 -0.149 0.446 -0.368 -0.056 -0.442 -0.010
H -0.500 -0.362 1.187 0.500 -0.129 0.092 0.009
O -1.580 -0.936 4.325 -0.080 -0.437 0.420 -0.078
H -1.137 -0.112 4.526 0.135 0.306 -0.039 0.022
H -1.661 -0.938 3.371 0.019 0.117 -0.500 -0.022



Record 2
74
Properties=species:S:1:pos:R:3:forces:R:3:lowdin_charge:R:1 method="wB97M-V/def2-TZVPD" smiles="COCCNCCOC.COCCNCCOC.NC(N)=O.O.O.O.O.O.O" total_charge=0 homo_lumo_gap_ev=7.95 largest_force_ev_per_a=6.38 e_above_lowest_kcal_mol=73.68 total_energy_ha=-1569.378278
C 11.227 -1.957 -2.773 0.392 -1.046 0.881 -0.089
O 11.361 -2.888 -3.905 0.120 1.442 1.357 -0.184
C 11.106 -2.299 -5.162 -0.625 0.826 -2.078 -0.250
C 11.077 -3.320 -6.375 -2.544 -0.978 2.079 -0.113
N 9.607 -3.833 -6.594 1.796 1.422 0.882 -0.062
C 9.028 -4.546 -5.439 0.354 -1.363 -1.118 -0.193
C 9.222 -6.090 -5.569 -1.145 -0.053 -1.004 -0.180
O 8.545 -6.587 -6.761 0.621 0.488 -0.188 -0.220
C 8.828 -7.942 -7.082 -0.337 -0.023 0.480 -0.121
H 11.881 -1.094 -2.647 0.060 0.454 -1.594 0.081
H 11.566 -2.413 -1.843 0.099 -1.272 -0.307 0.073
H 10.221 -1.683 -2.453 -0.432 0.104 -1.057 0.083
H 11.760 -1.480 -5.460 1.179 -0.218 0.472 0.107
H 10.195 -1.700 -5.173 -0.819 -0.560 0.282 0.113
H 11.663 -4.158 -5.997 0.470 -0.170 -0.375 0.095
H 11.486 -2.920 -7.303 -0.202 0.064 0.218 0.102
H 9.503 -4.396 -7.425 0.273 -0.118 -0.036 0.079
H 7.959 -4.330 -5.418 -0.082 -0.081 0.119 0.109
H 9.467 -4.255 -4.485 0.084 0.253 -0.180 0.104
H 8.710 -6.628 -4.771 0.479 0.085 0.628 0.114
H 10.274 -6.355 -5.675 0.189 0.026 0.372 0.114
H 9.872 -8.202 -7.257 0.351 0.563 -0.171 0.080
H 8.252 -8.224 -7.963 0.015 0.248 0.023 0.087
H 8.530 -8.603 -6.268 -0.282 -0.091 0.259 0.077
C 12.456 4.737 -7.195 -0.785 -1.390 0.535 -0.121
O 13.153 3.722 -6.483 1.762 0.257 1.194 -0.199
C 14.609 4.010 -6.475 -1.546 0.895 0.049 -0.193
C 15.215 3.697 -7.781 1.488 -0.887 -0.986 -0.249
N 15.379 2.225 -8.014 -0.126 1.933 -1.557 -0.016
C 15.725 1.983 -9.463 0.059 -0.220 1.160 -0.207
C 14.906 0.825 -9.983 -0.422 -0.442 1.160 -0.166
O 14.722 -0.168 -8.873 -0.664 3.136 -1.191 -0.206
C 15.179 -1.400 -9.222 0.906 -0.722 0.532 -0.159
H 12.580 4.425 -8.231 -0.092 1.349 -0.397 0.087
H 12.632 5.747 -6.824 0.971 0.196 -0.658 0.088
H 11.399 4.657 -6.941 -0.153 -0.610 -0.102 0.082
H 15.193 3.553 -5.676 -0.796 -0.638 0.176 0.125
H 14.699 5.081 -6.296 0.056 0.231 0.005 0.109
H 16.203 4.155 -7.842 0.526 -0.198 0.542 0.118
H 14.783 4.264 -8.606 -0.971 -0.331 -0.233 0.101
H 14.486 1.785 -7.844 -0.155 -0.109 0.118 0.088
H 16.804 1.857 -9.545 0.114 -0.587 0.178 0.109
H 15.566 2.808 -10.157 -0.525 0.541 0.236 0.105
H 15.309 0.486 -10.937 0.511 -0.940 0.340 0.115
H 13.921 1.159 -10.309 -0.338 0.125 0.592 0.119
H 16.266 -1.323 -9.240 0.419 -0.370 -1.425 0.091
H 14.589 -1.675 -10.096 0.768 -1.062 -0.259 0.091
H 15.123 -2.083 -8.374 -1.031 -0.173 -0.008 0.088
C 14.311 -8.094 -13.702 -0.115 -2.346 2.657 -0.800
O 13.333 -8.123 -13.006 -2.085 0.361 1.403 0.047
N 15.403 -8.806 -13.461 3.214 -1.999 1.250 0.154
N 14.450 -7.493 -14.812 -0.049 3.670 -5.222 0.173
H 15.553 -9.416 -12.669 -0.554 0.364 -0.090 0.118
H 16.218 -8.684 -14.045 -0.196 -0.205 0.290 0.101
H 15.351 -7.529 -15.267 -0.607 0.328 -0.243 0.117
H 13.733 -6.873 -15.162 0.253 -0.169 0.081 0.132
O 13.412 -2.254 -13.712 -0.149 -0.030 0.181 -0.054
H 13.336 -2.198 -14.664 -0.085 0.070 -0.247 0.028
H 14.310 -2.550 -13.560 0.246 -0.056 0.089 0.025
O 10.379 -10.239 -13.547 -0.153 -0.263 -0.024 -0.052
H 10.191 -9.607 -14.241 -0.062 0.150 -0.133 0.026
H 11.106 -9.852 -13.060 0.293 0.156 0.158 0.009
O 12.705 -9.811 -9.519 -0.128 -0.164 0.144 -0.050
H 12.593 -9.136 -10.189 -0.068 0.205 -0.272 0.014
H 13.645 -9.816 -9.339 0.207 -0.018 0.078 0.025
O 8.394 -5.139 -13.176 -0.328 0.212 0.037 -0.045
H 9.076 -5.214 -12.509 0.407 -0.280 0.340 0.000
H 8.867 -5.163 -14.008 0.074 0.024 -0.198 0.033
O 8.209 -2.413 -10.975 0.149 0.253 -0.002 -0.051
H 8.239 -3.154 -11.579 -0.114 -0.246 -0.352 -0.001
H 8.034 -2.806 -10.120 -0.062 -0.058 0.282 0.028
O 11.103 -5.528 -11.104 -0.386 0.012 0.001 -0.039
H 11.356 -4.614 -11.238 0.089 0.348 0.032 0.035
H 11.836 -6.034 -11.455 0.219 -0.306 -0.184 0.022



Record 3
72
Properties=species:S:1:pos:R:3:forces:R:3:lowdin_charge:R:1 method="wB97M-V/def2-TZVPD" smiles=OCCO.OCCO.OCCO.CO.CO.CO.CO.CO.CO.CO total_charge=0 homo_lumo_gap_ev=9.99 largest_force_ev_per_a=3.15 e_above_lowest_kcal_mol=19.30 total_energy_ha=-1500.779337
C 2.041 -2.872 3.564 -0.004 -0.556 -0.268 -0.200
C 2.508 -4.345 3.949 -1.737 1.735 -0.633 -0.196
O 1.328 -4.983 4.461 0.695 -0.415 0.110 -0.082
O 1.134 -2.837 2.436 0.923 0.141 -0.044 -0.083
H 2.866 -2.178 3.404 0.191 -0.293 -0.730 0.104
H 1.510 -2.344 4.356 0.016 -0.598 0.725 0.110
H 3.394 -4.305 4.583 -0.263 -0.078 0.587 0.107
H 2.784 -4.952 3.086 -0.083 0.388 -0.222 0.116
H 1.071 -4.578 5.293 0.110 0.099 0.114 0.081
H 0.270 -3.152 2.712 0.067 -0.217 0.226 0.083
C -0.098 0.024 -0.353 0.796 0.885 -0.135 -0.175
C 0.378 1.448 0.040 -0.162 -1.269 0.846 -0.248
O 1.339 2.033 -0.778 0.098 0.320 -1.044 -0.049
O 0.921 -0.972 -0.121 -0.658 0.704 -0.176 -0.077
H -0.315 -0.012 -1.421 -0.098 0.034 -0.023 0.105
H -1.011 -0.152 0.216 -0.033 -0.391 0.037 0.115
H 0.872 1.362 1.008 -0.489 -0.183 0.641 0.112
H -0.505 2.077 0.151 0.168 0.299 -0.300 0.098
H 2.123 1.484 -0.700 0.183 -0.014 -0.123 0.087
H 0.848 -1.236 0.800 0.319 -0.446 0.366 0.068
C 3.864 -3.186 -3.102 0.936 1.183 2.763 -0.288
C 3.190 -1.903 -2.573 0.890 -1.024 0.366 -0.246
O 1.833 -2.151 -2.474 -1.395 0.256 -0.764 -0.069
O 3.709 -3.390 -4.440 -0.565 -0.251 -1.335 -0.022
H 3.520 -4.015 -2.483 -0.378 -0.209 -0.469 0.126
H 4.917 -3.087 -2.839 0.541 0.011 -0.031 0.109
H 3.495 -1.059 -3.192 -0.397 0.295 -0.566 0.114
H 3.501 -1.613 -1.569 0.749 -0.350 0.121 0.121
H 1.537 -1.783 -1.637 -0.488 0.098 0.433 0.044
H 3.820 -2.523 -4.837 -0.040 -0.041 -0.487 0.091
C 3.759 1.452 3.905 0.093 -0.161 0.740 -0.161
O 2.466 0.900 3.735 -0.037 -0.370 -0.353 -0.135
H 3.744 1.934 4.883 0.378 0.808 -0.217 0.078
H 4.532 0.695 4.040 -0.317 -0.418 -0.458 0.075
H 4.013 2.078 3.050 0.226 0.288 0.285 0.080
H 1.896 1.672 3.718 -0.368 -0.174 -0.020 0.068
C -3.308 2.775 -1.802 0.432 0.296 1.112 -0.148
O -4.242 2.385 -0.816 -1.141 -0.638 0.135 -0.135
H -2.392 2.730 -1.212 0.697 0.250 -0.862 0.053
H -3.272 2.113 -2.667 -0.016 0.137 -0.013 0.078
H -3.519 3.815 -2.051 0.200 -0.082 -0.445 0.082
H -4.736 1.625 -1.133 -0.131 0.017 0.066 0.069
C -2.378 3.308 2.346 -0.194 1.894 0.463 -0.125
O -3.198 4.397 2.883 0.159 -0.910 -0.722 -0.139
H -2.526 3.236 1.269 -0.287 -0.477 0.046 0.056
H -1.373 3.717 2.458 0.254 -0.677 0.311 0.067
H -2.603 2.410 2.922 0.408 -0.198 -0.356 0.080
H -4.032 4.267 2.425 -0.332 0.335 0.198 0.061
C 0.464 5.493 0.055 -0.230 -0.186 -0.442 -0.159
O -0.161 5.168 -1.161 -0.937 0.184 -1.083 -0.137
H 0.739 4.512 0.444 0.775 0.441 0.816 0.062
H 1.257 6.197 -0.196 0.485 -0.232 0.756 0.082
H -0.253 5.999 0.701 -0.020 -0.137 0.028 0.080
H 0.527 5.104 -1.828 -0.125 -0.165 -0.046 0.074
C 0.349 -0.206 -4.674 0.928 2.268 0.297 -0.222
O 0.238 -1.553 -4.784 -0.708 -1.459 -0.535 -0.096
H -0.297 0.278 -3.942 -0.617 -0.113 0.145 0.060
H 1.343 0.086 -4.337 0.440 0.066 0.050 0.069
H 0.224 0.325 -5.618 -0.295 -0.351 -0.224 0.082
H 0.649 -1.925 -4.000 0.291 -0.406 0.338 0.042
C -3.037 -1.324 -2.594 -0.283 -0.841 -1.075 -0.134
O -4.387 -1.317 -3.116 0.516 0.509 0.601 -0.129
H -2.592 -0.347 -2.404 -0.389 0.240 0.092 0.049
H -2.986 -1.953 -1.705 -0.127 0.138 0.021 0.072
H -2.466 -1.797 -3.392 0.684 -0.052 0.400 0.078
H -4.265 -1.345 -4.068 -0.335 0.056 -0.012 0.067
C -3.985 -2.141 1.624 0.096 0.507 -0.923 -0.174
O -4.211 -1.171 2.621 -0.199 0.101 0.083 -0.116
H -3.932 -3.146 2.044 0.344 -0.045 -0.245 0.082
H -4.686 -2.106 0.791 -0.896 -0.185 0.322 0.073
H -3.122 -1.805 1.049 0.733 -0.465 0.637 0.059
H -5.083 -1.333 2.990 -0.048 0.098 0.104 0.074